[1]
Here is a molecular structure, C19H23BMoN9O2S from the Open Molecules 2025 dataset. Energies are from the ωB97M-V functional and the def2-TZVPD basis.

Output
- highest occupied orbital energy (alpha / beta) (eV) = -10.68 / -10.93
- expectation value of S² = 2.018
- spin multiplicity = 3
- charge = +1

Each line ends with the Mulliken charge.
Atoms and positions in Å:
Mo -0.400099 -0.297544 -0.138929  -0.281
C 1.387661 3.765349 -0.369561  -1.474
C 1.167425 2.485566 -0.867988  -0.448
N 0.236807 1.862513 -0.144115  1.138
N -0.122878 2.709437 0.844895  -0.336
C 0.553950 3.856217 0.730336  -0.060
B -1.262440 2.279353 1.785186  -0.012
N -0.814655 1.031903 2.584545  -0.454
C -0.768146 0.854173 3.905899  -0.080
C -0.377282 -0.445757 4.173480  -1.382
C -0.201120 -1.020461 2.925055  -0.192
N -0.461205 -0.122609 1.963782  1.083
N -2.419333 1.895260 0.837785  -0.224
C -3.585025 2.519142 0.635105  -0.096
C -4.158723 2.031113 -0.522848  -1.475
C -3.260122 1.074912 -0.976782  -0.297
N -2.206837 1.002413 -0.156164  0.892
H 2.060228 4.514746 -0.748469  0.447
H 1.633544 1.983328 -1.697652  0.580
H 0.387295 4.658387 1.430807  0.462
H -1.586125 3.160694 2.527969  -0.079
H -1.024679 1.666586 4.566156  0.467
H -0.246754 -0.910475 5.134651  0.413
H 0.073539 -2.029059 2.670207  0.553
H -3.913529 3.283042 1.320789  0.467
H -5.094791 2.318594 -0.967710  0.446
H -3.328416 0.429095 -1.836847  0.678
N -2.777556 -4.232195 0.202012  -0.385
C -1.853561 -3.249184 0.123803  0.664
S -2.431756 -1.656910 -0.253056  -0.274
N -0.619141 -3.543310 0.335236  -1.274
N 0.247234 -2.435472 0.198583  0.634
C 1.458364 -2.835442 0.434215  -0.361
C 2.680705 -2.089672 0.384997  0.883
C 3.890634 -2.693055 0.760223  -0.732
C 5.070986 -1.994413 0.653981  -0.817
C 5.046051 -0.688959 0.146814  -0.607
C 3.866208 -0.087015 -0.243113  -0.966
C 2.673501 -0.796550 -0.111753  0.466
O 1.523897 -0.256151 -0.501173  0.443
H -3.745687 -4.050434 0.018972  0.190
H -2.477435 -5.170874 0.398427  0.228
H 1.533071 -3.887221 0.695716  0.361
H 3.881924 -3.710708 1.133255  0.425
H 6.007113 -2.446655 0.949066  0.424
H 5.973062 -0.136612 0.056502  0.429
H 3.846598 0.921413 -0.634118  0.435
C -1.003911 -0.098631 -4.659438  -1.385
C -0.607901 0.543339 -3.356622  -0.117
O -0.375033 -0.465774 -2.339389  -0.309
H -1.192281 0.673792 -5.406019  0.401
H -1.904907 -0.699722 -4.541533  0.334
H -0.206324 -0.738513 -5.042358  0.380
H -1.400262 1.170816 -2.953737  0.361
H 0.288553 1.155886 -3.455013  0.217
H 0.339565 -1.057716 -2.604043  0.215

Force components x, y, z for each atom (eV/Å):
-0.2 0.1 0.0
0.1 0.0 0.0
-0.1 0.0 -0.1
0.2 0.0 0.3
-0.1 -0.1 -0.1
-0.1 0.1 0.0
0.0 0.1 0.1
0.0 -0.1 -0.3
0.0 0.1 0.1
0.0 0.0 0.0
0.0 0.0 -0.1
0.1 0.0 0.2
0.1 -0.1 0.0
0.0 0.1 0.0
-0.1 0.0 0.0
0.1 0.0 -0.1
-0.1 0.0 0.0
0.0 0.0 0.0
0.0 0.0 0.0
0.0 0.0 0.0
0.0 -0.1 0.0
0.0 0.0 0.0
0.0 0.0 0.0
0.0 0.0 0.0
0.0 0.0 0.0
0.0 0.0 0.0
0.0 0.0 0.0
0.0 0.1 0.0
-0.1 -0.3 -0.1
0.0 0.0 0.1
0.2 0.5 -0.1
-0.2 -0.2 0.2
0.2 0.0 0.0
-0.2 -0.4 0.1
0.1 0.0 0.0
-0.1 0.1 0.0
0.1 0.0 0.0
0.1 0.0 0.1
-0.3 0.4 -0.1
0.3 -0.2 -0.3
0.0 0.0 0.0
0.0 0.0 0.0
0.1 0.0 0.0
0.0 0.0 0.0
0.0 0.0 0.0
0.0 0.0 0.0
0.0 0.0 0.0
0.0 0.0 -0.1
0.0 0.1 0.1
-0.1 0.0 0.0
0.0 0.0 0.0
0.0 0.0 0.0
0.0 0.0 0.0
0.0 0.0 0.0
0.0 0.0 0.0
0.1 0.0 -0.1

[2]
Here is a single CH5N3 molecule in a non-equilibrium geometry from the Open Molecules 2025 dataset. Energies are from the ωB97M-V functional and the def2-TZVPD basis.

Output
- highest occupied orbital energy (eV) = -9.17
- SMILES = [H]/N=C\NN
- spin multiplicity = 1
- charge = 0

Each line ends with the Mulliken charge.
Atoms and positions in Å:
H 1.143055 -1.406809 0.056860  0.199
N 1.532012 -0.540870 -0.041736  -0.613
C 0.760076 0.476428 0.079901  0.058
N -0.548620 0.610832 0.013884  -0.048
N -1.494864 -0.417637 -0.039646  -0.625
H 1.349037 1.407431 -0.019130  0.284
H -0.814265 1.528146 -0.292463  0.229
H -1.191033 -1.119563 -0.696416  0.247
H -1.466952 -0.834043 0.944226  0.270

Force components x, y, z for each atom (eV/Å):
-1.7 -2.9 0.1
1.1 2.8 0.8
3.6 -0.8 -1.7
-1.6 1.1 0.2
0.3 -0.2 2.4
-0.9 0.1 0.3
-0.8 0.0 0.1
0.2 -0.3 -0.2
-0.4 0.4 -2.0

[3]
Here is 6 unconnected molecules or ions with the total composition C14H33ClO9 in a non-equilibrium geometry from the Open Molecules 2025 dataset. Energies are from the ωB97M-V functional and the def2-TZVPD basis.

Output
- highest occupied orbital energy (eV) = -9.91
- SMILES = C[C@]1(CC=O)OC(=O)O[C@H]1CCCCl.CO.CO.CO.CO.CO
- spin multiplicity = 1
- charge = 0

Each line ends with the Mulliken charge.
Atoms and positions in Å:
C 0.308356 2.352521 1.446441  -1.933
C 0.915108 1.226022 0.554993  2.001
C -0.054003 0.054768 0.479897  -1.302
C -1.356162 0.209226 1.218999  -0.102
O -2.324398 -0.185500 0.688236  -0.692
O 2.214077 1.022850 1.174571  -0.476
C 3.082195 1.898713 0.661216  0.339
O 4.175112 2.010030 0.943903  -0.440
O 2.477740 2.674096 -0.325807  -0.446
C 1.329115 1.945115 -0.709386  0.187
C 1.594850 1.201578 -2.041183  -1.404
C 1.999562 -0.270429 -1.966511  -0.814
C 3.424454 -0.508840 -1.426401  -0.407
Cl 4.232330 -1.762660 -2.457519  -0.248
H -0.624220 2.722582 1.029314  0.454
H 0.975370 3.205446 1.515892  0.459
H 0.145829 1.998673 2.455981  0.435
H 0.441042 -0.819798 0.909364  0.392
H -0.303807 -0.160635 -0.549501  0.374
H -1.482553 0.629945 2.220699  0.539
H 0.479977 2.583028 -0.948573  0.601
H 2.424810 1.721303 -2.511636  0.462
H 0.761187 1.347673 -2.717004  0.457
H 1.322071 -0.911409 -1.413425  0.269
H 1.992147 -0.649832 -2.981493  0.640
H 4.050833 0.372156 -1.427816  0.346
H 3.355880 -0.968200 -0.454664  0.266
C 0.867925 -1.509336 4.245404  -0.560
O 0.505382 -0.131220 4.125918  -0.519
H 0.396546 -1.917860 5.134683  0.255
H 0.517361 -2.057910 3.367386  0.195
H 1.952280 -1.605092 4.334322  0.315
H 0.939173 0.204025 3.333103  0.280
C -5.304836 2.011414 -0.406165  -0.480
O -4.727665 1.179644 0.595758  -0.458
H -6.288933 2.326572 -0.065363  0.212
H -4.683550 2.898298 -0.567773  0.218
H -5.413417 1.466635 -1.346638  0.202
H -3.854802 0.904682 0.284572  0.354
C -7.135684 1.165238 -4.424356  -0.531
O -5.981397 0.690717 -3.737359  -0.483
H -7.122406 2.251640 -4.393874  0.208
H -7.123682 0.836999 -5.466632  0.260
H -8.046033 0.805426 -3.938593  0.258
H -6.001597 -0.271596 -3.768661  0.283
C -2.708334 -2.498527 3.495455  -0.264
O -1.910868 -3.646265 3.201053  -0.515
H -2.291905 -1.996202 4.365406  0.201
H -2.697186 -1.816513 2.644101  -0.040
H -3.733615 -2.805568 3.713171  0.368
H -2.298259 -4.071303 2.428865  0.291
C 7.992953 -2.759531 -1.965134  -0.493
O 7.638948 -1.860620 -0.921831  -0.483
H 9.073311 -2.881859 -1.956597  0.248
H 7.518690 -3.731053 -1.801583  0.231
H 7.683648 -2.354226 -2.932359  0.217
H 6.681051 -1.765029 -0.944862  0.272

Force components x, y, z for each atom (eV/Å):
0.0 -0.2 -0.1
-0.2 2.4 1.3
1.3 0.1 0.5
1.6 0.7 0.9
-2.8 -1.2 -1.6
-0.6 -1.6 0.1
-4.1 0.6 -2.1
5.1 0.5 1.7
0.0 -0.9 0.8
-1.3 -0.2 -2.0
0.4 -0.4 0.8
0.6 0.0 -0.3
-0.7 -0.6 -0.5
0.2 0.2 0.2
-0.3 -0.1 0.0
0.2 0.0 -0.1
-0.1 0.0 0.2
0.0 -0.2 -0.1
-0.2 -0.2 -0.1
0.7 0.1 0.3
0.3 0.7 0.1
0.1 0.2 -0.1
-0.4 -0.2 0.0
-0.2 0.1 0.0
-0.1 0.0 -0.2
0.1 0.1 0.0
0.3 0.2 0.4
0.1 0.3 -0.4
-0.1 0.0 -0.1
-0.1 0.1 0.0
0.0 -0.2 0.1
0.0 -0.1 0.0
0.1 0.0 0.2
0.3 -0.2 0.1
0.0 0.2 -0.1
0.0 0.0 0.1
-0.1 0.1 -0.1
-0.1 0.1 -0.1
-0.4 -0.1 0.2
0.1 -0.3 0.1
0.0 0.0 0.0
0.1 0.0 0.0
-0.1 0.1 0.0
-0.1 0.1 -0.1
0.1 0.1 0.0
0.0 -0.3 -0.3
0.1 0.1 0.0
0.1 -0.1 0.0
-0.2 0.1 0.1
0.0 0.2 0.0
0.1 0.0 0.1
-0.3 0.2 0.1
0.1 0.0 0.0
0.0 0.0 0.0
0.1 -0.1 -0.2
0.1 -0.1 -0.1
0.0 0.0 0.0

[4]
Here is a gas-phase ion, C2H5N2 (charge +1) in a non-equilibrium geometry from the Open Molecules 2025 dataset. Energies are from the ωB97M-V functional and the def2-TZVPD basis.

Output
- highest occupied orbital energy (eV) = -15.89
- SMILES = [NH2+]=C1CN1
- spin multiplicity = 1
- charge = +1

Each line ends with the Mulliken charge.
Atoms and positions in Å:
N -1.376020 -0.555761 -0.328699  -0.312
C -0.215562 -0.122540 -0.048593  0.316
C 0.729277 0.811146 0.539605  -0.197
N 1.159839 -0.348033 -0.198191  -0.212
H -2.136141 0.046691 -0.175208  0.283
H -1.641096 -1.397243 -0.959089  0.328
H 0.730454 1.672504 -0.030478  0.258
H 0.817238 0.804203 1.583902  0.288
H 1.932012 -0.910969 -0.383249  0.248

Force components x, y, z for each atom (eV/Å):
-0.8 -2.5 -2.0
5.7 -2.3 -0.9
-0.7 -0.5 -0.2
-6.3 1.3 0.4
-1.2 0.9 0.6
1.2 1.7 1.5
0.6 2.3 -0.4
0.3 0.4 1.4
1.2 -1.3 -0.3

[5]
Here is a single C9H9NOSe molecule in a non-equilibrium geometry from the Open Molecules 2025 dataset. Energies are from the ωB97M-V functional and the def2-TZVPD basis.

Output
- highest occupied orbital energy (eV) = -8.59
- SMILES = CO[C@H](C#N)[Se]c1ccccc1
- spin multiplicity = 1
- charge = 0

Each line ends with the Mulliken charge.
Atoms and positions in Å:
C 3.062702 -1.433595 0.807649  -0.825
O 1.995964 -1.284718 -0.129022  -0.370
C 1.902870 0.134204 -0.633736  -0.230
C 3.188104 0.654207 -0.833579  0.209
N 4.280229 0.989957 -0.816175  -0.419
Se 0.819608 1.427283 0.485105  0.151
C -0.914436 0.800150 0.143930  0.745
C -1.941223 1.715738 0.355755  -0.491
C -3.232041 1.317070 0.186907  -0.413
C -3.513021 0.022371 -0.226171  -0.454
C -2.436088 -0.908469 -0.418672  -0.719
C -1.130699 -0.454165 -0.309614  -0.347
H 2.780350 -2.202010 1.409554  0.342
H 3.120297 -0.530491 1.395535  0.347
H 4.087923 -1.560784 0.548809  0.348
H 1.444790 -0.172494 -1.555449  0.416
H -1.825349 2.754080 0.849673  0.191
H -4.145835 1.898647 0.262430  0.334
H -4.533712 -0.184905 -0.490131  0.364
H -2.660414 -1.932912 -0.349708  0.373
H -0.350021 -1.049169 -0.683085  0.450

Force components x, y, z for each atom (eV/Å):
-0.6 2.2 0.0
1.2 2.0 -0.3
-2.1 -2.9 0.8
1.2 0.6 0.1
0.7 0.4 -0.3
1.6 -0.3 -0.4
0.3 1.9 -0.2
0.2 2.1 2.1
-1.6 -1.1 -1.1
1.9 -0.9 -0.4
-1.7 2.2 1.0
-1.6 -0.7 -0.5
-0.7 -2.3 1.8
-0.3 0.3 0.7
0.6 -0.4 -1.6
-0.6 1.1 -0.7
0.4 -1.8 -1.1
0.6 0.7 0.3
-0.2 -0.6 0.3
-0.1 -1.3 -1.0
1.0 -1.0 0.3

[6]
Here is a molecular structure, C5H10N2O in a non-equilibrium geometry from the Open Molecules 2025 dataset. Energies are from the ωB97M-V functional and the def2-TZVPD basis.

Output
- highest occupied orbital energy (eV) = -8.61
- spin multiplicity = 1
- charge = 0

Each line ends with the Mulliken charge.
Atoms and positions in Å:
C -2.364511 -0.230260 -0.602465  -0.625
C -0.670414 0.420380 1.065281  -1.075
C 0.252788 1.157697 0.109842  0.230
C 1.344609 0.426227 -0.460351  0.378
C 2.244164 -0.286089 0.342292  -0.357
H -2.702985 1.015165 -0.172228  0.245
H -1.897750 -0.181184 -1.653356  0.178
H -3.200748 -0.966142 -0.688823  0.256
H -0.483228 -1.160129 -0.061631  0.469
H -0.059236 0.045464 1.932127  0.270
H -1.588054 1.011919 1.391932  0.499
H 1.890823 0.560963 -1.385471  0.381
H 2.357828 -0.426569 1.474184  0.202
H 3.288866 -0.622379 -0.268012  0.213
H 1.691934 -1.352192 -1.011242  0.222
N -1.485929 -0.727904 0.446053  -0.513
N 1.217395 -0.946494 -0.241967  -0.467
O 0.164443 2.261530 -0.216157  -0.505

Force components x, y, z for each atom (eV/Å):
-0.5 2.5 0.2
-2.7 -0.6 0.8
-0.5 -2.6 1.1
0.6 1.0 -2.1
7.9 -2.3 4.0
0.4 -3.9 -1.8
-0.5 0.4 1.4
0.2 1.1 0.1
-3.9 0.4 1.6
-0.8 0.2 -0.7
2.0 0.3 0.1
-1.1 1.7 -0.4
-0.3 1.0 -1.7
-2.3 1.6 2.3
-0.8 -1.5 -0.9
5.6 -0.6 -1.5
-2.0 -4.5 -1.6
-1.4 5.8 -1.0